{"formula": "C49H112N6O5", "method": "ωB97M-V/def2-TZVPD", "homo_lumo_gap_ev": 9.71, "total_charge": 4, "e_tot_ha": -2637.352958, "symbols": ["N", "O", "O", "O", "C", "C", "C", "C", "N", "C", "C", "C", "C", "C", "C", "C", "H", "H", "H", "H", "H", "H", "H", "H", "H", "H", "H", "H", "H", "H", "H", "H", "H", "H", "H", "H", "H", "H", "H", "H", "C", "C", "C", "C", "N", "C", "C", "C", "C", "C", "C", "C", "H", "H", "H", "H", "H", "H", "H", "H", "H", "H", "H", "H", "H", "H", "H", "H", "H", "H", "H", "H", "H", "H", "H", "H", "C", "C", "C", "C", "N", "C", "C", "C", "C", "C", "C", "C", "H", "H", "H", "H", "H", "H", "H", "H", "H", "H", "H", "H", "H", "H", "H", "H", "H", "H", "H", "H", "H", "H", "H", "H", "C", "C", "N", "C", "C", "C", "C", "C", "O", "C", "H", "H", "H", "H", "H", "H", "H", "H", "H", "H", "H", "H", "H", "H", "H", "H", "H", "H", "H", "H", "C", "C", "N", "C", "C", "C", "C", "C", "O", "C", "H", "H", "H", "H", "H", "H", "H", "H", "H", "H", "H", "H", "H", "H", "H", "H", "H", "H", "H", "H"], "coordinates": [[-0.64202, -0.55566, -0.27768], [-1.73581, -0.17908, 0.04955], [0.16650, 0.24518, -0.70137], [-0.35448, -1.69893, -0.31966], [-3.74231, -2.16993, 3.85628], [-3.81451, -2.11856, 2.29229], [-3.43269, -3.57698, 1.70264], [-3.56726, -3.67991, 0.20572], [-3.40162, -5.23058, -0.21850], [-2.01136, -5.80940, 0.09339], [-1.06269, -5.18980, -0.90196], [-1.89023, -4.84176, -2.10929], [-3.32291, -5.31908, -1.78861], [-4.45369, -6.21462, 0.39675], [-5.90837, -5.68049, 0.42759], [-6.80453, -6.46689, 1.32491], [-4.44174, -2.88080, 4.29623], [-4.05071, -1.17534, 4.17843], [-2.75919, -2.46188, 4.22551], [-3.04144, -1.48773, 1.85353], [-4.79393, -1.84165, 1.90219], [-4.05535, -4.32318, 2.19618], [-2.41878, -3.81907, 2.02121], [-2.81772, -2.99239, -0.18622], [-4.54289, -3.28224, -0.07373], [-2.03115, -6.86988, -0.15780], [-1.76953, -5.73866, 1.15387], [-0.30499, -5.95505, -1.07041], [-0.54574, -4.32032, -0.49589], [-1.45991, -5.28001, -3.00978], [-1.97043, -3.77531, -2.31981], [-3.50644, -6.35418, -2.07668], [-4.16695, -4.76613, -2.20085], [-4.21862, -6.40555, 1.44383], [-4.49413, -7.19109, -0.08592], [-6.41982, -5.73047, -0.53367], [-5.96930, -4.69786, 0.89538], [-6.92992, -7.47176, 0.92165], [-7.81043, -6.05669, 1.41440], [-6.39800, -6.60477, 2.32680], [0.46270, 2.33626, -5.96735], [1.23113, 1.06185, -6.07539], [1.28181, 0.14573, -4.84388], [2.25799, -0.99034, -4.99973], [2.39545, -2.00345, -3.80974], [1.03419, -2.73507, -3.58133], [1.28967, -4.18571, -3.10461], [2.65825, -4.44905, -3.67003], [3.36990, -3.16626, -4.00550], [2.71885, -1.24898, -2.48349], [4.08506, -0.37397, -2.47273], [4.31025, 0.16450, -0.99481], [0.83545, 2.92310, -5.12784], [-0.55450, 1.98585, -5.79234], [0.57125, 2.89038, -6.89969], [2.27206, 1.22406, -6.35514], [0.75304, 0.50206, -6.87924], [0.28320, -0.26066, -4.68347], [1.63152, 0.68109, -3.96115], [3.30577, -0.71340, -5.11618], [2.04499, -1.42216, -5.97762], [0.22608, -2.19259, -3.09064], [0.68458, -2.92765, -4.59562], [1.36511, -4.26930, -2.02044], [0.64233, -5.03143, -3.33657], [3.23468, -5.18302, -3.10691], [2.35335, -4.90362, -4.61264], [4.31299, -2.96848, -3.49604], [3.59024, -3.06957, -5.06862], [2.79308, -2.03176, -1.72861], [1.82374, -0.70001, -2.19103], [3.90195, 0.52148, -3.06664], [4.89865, -0.93758, -2.92938], [3.42553, 0.66719, -0.60408], [5.17400, 0.82675, -1.05350], [4.54700, -0.67776, -0.34470], [-3.42415, 1.71192, -3.34455], [-4.51376, 2.38366, -2.65363], [-4.65932, 2.02476, -1.13995], [-3.53834, 2.81901, -0.39956], [-3.73819, 2.92669, 1.14456], [-3.80489, 1.48656, 1.81207], [-5.03371, 1.44232, 2.70857], [-6.01507, 2.31549, 1.97210], [-5.12034, 3.47322, 1.60199], [-2.61862, 3.83063, 1.81716], [-1.23285, 3.32945, 1.39391], [-0.16980, 3.73245, 2.40385], [-2.42985, 2.05962, -3.06421], [-3.68084, 1.80293, -4.39998], [-3.29323, 0.64809, -3.14654], [-5.41003, 2.09569, -3.20306], [-4.48997, 3.45370, -2.85989], [-4.68055, 0.95779, -0.91807], [-5.66916, 2.31772, -0.85272], [-3.39481, 3.84889, -0.72642], [-2.60562, 2.26079, -0.48045], [-2.90100, 1.29653, 2.39082], [-3.80471, 0.82723, 0.94409], [-4.76579, 1.90405, 3.65890], [-5.34611, 0.45040, 3.03504], [-6.86736, 2.62121, 2.57893], [-6.36340, 1.66375, 1.17085], [-4.96557, 4.11042, 2.47269], [-5.40801, 4.12743, 0.77897], [-2.69907, 3.68058, 2.89378], [-2.81181, 4.86751, 1.54205], [-0.98710, 3.83988, 0.46269], [-1.13085, 2.26449, 1.18521], [0.75543, 3.26740, 2.06361], [-0.31754, 3.35467, 3.41556], [-0.15050, 4.82218, 2.38917], [3.11442, 4.98524, 1.89476], [4.16992, 4.15277, 1.09889], [5.11207, 4.87503, -0.02514], [5.98018, 5.94559, 0.72003], [5.88650, 3.74382, -0.73613], [7.02880, 4.16576, -1.70414], [4.16399, 5.67090, -0.99939], [3.06266, 4.93145, -1.76728], [2.24529, 4.06673, -0.82151], [1.34526, 3.12906, -1.44163], [2.88386, 4.48413, 2.83488], [2.20219, 5.04740, 1.30141], [3.45281, 5.96868, 2.22100], [3.66754, 3.26044, 0.72544], [4.89127, 3.78042, 1.82630], [5.50569, 6.80945, 1.18556], [6.67267, 6.22566, -0.07376], [6.54209, 5.39319, 1.47317], [5.13213, 3.24796, -1.34700], [6.24932, 3.10997, 0.07300], [6.77659, 4.80601, -2.54945], [7.52141, 3.28862, -2.12373], [7.83058, 4.66021, -1.15570], [4.94979, 6.27347, -1.45495], [3.63628, 6.19975, -0.20570], [3.44361, 4.34797, -2.60545], [2.46136, 5.72112, -2.21779], [2.03278, 2.43890, -1.93060], [0.63650, 3.51561, -2.17399], [0.85116, 2.57096, -0.64633], [0.20606, -3.44277, 3.66617], [1.22342, -2.37319, 4.32163], [1.54045, -1.06134, 3.54257], [2.20093, -1.40078, 2.19345], [0.26124, -0.30188, 3.22269], [-0.48592, 0.20772, 4.50366], [2.57102, -0.26387, 4.43650], [2.75628, 1.23046, 4.05310], [3.63151, 1.40191, 2.90836], [4.95579, 0.97061, 3.01724], [-0.86904, -3.26334, 3.67419], [0.23337, -4.40730, 4.17316], [0.56819, -3.67443, 2.66452], [2.20816, -2.80579, 4.49847], [0.80316, -2.04317, 5.27166], [3.07229, -2.03759, 2.34615], [2.57952, -0.52778, 1.66182], [1.48970, -1.94411, 1.57133], [-0.35001, -1.00336, 2.65489], [0.49024, 0.53726, 2.56582], [-0.60022, -0.58226, 5.24594], [-1.53566, 0.42804, 4.30974], [-0.01007, 1.05367, 4.99969], [3.53239, -0.77296, 4.50519], [2.05736, -0.39349, 5.38910], [3.21990, 1.77871, 4.87322], [1.79236, 1.73910, 4.03694], [5.06950, -0.06936, 2.71129], [5.31891, 1.14250, 4.03050], [5.59067, 1.52340, 2.32482]], "forces_ev_per_a": [[0.15, 2.16, -1.58], [-3.41, 0.99, 1.73], [2.39, 2.81, -0.61], [0.95, -6.05, 0.62], [-0.63, 0.41, -1.33], [1.22, -2.71, -0.11], [-0.69, 0.83, 1.26], [0.08, -1.02, 1.01], [0.28, -0.29, -1.08], [-0.66, 0.15, 0.17], [0.92, 0.30, 1.11], [-1.07, 0.29, -0.85], [-0.42, -0.19, 0.83], [-1.50, 1.27, 0.40], [0.18, 0.64, -0.04], [-0.25, -1.83, 0.61], [-0.14, -0.01, -0.23], [0.35, -0.04, 0.56], [0.07, 0.37, -0.08], [-0.18, 0.52, 0.17], [-0.05, 0.12, 0.22], [-0.24, 0.06, 0.06], [0.18, 0.19, -0.08], [0.36, -0.72, -0.81], [-0.07, -0.71, -0.45], [-0.63, -0.05, 0.21], [-0.07, 0.28, -0.14], [0.09, 0.17, -0.37], [-0.09, 0.12, 0.00], [-0.53, -0.22, -0.03], [0.41, 0.13, 0.27], [0.19, -0.12, 0.32], [0.32, 0.34, 0.00], [0.62, 0.20, -0.09], [0.76, 0.25, -0.51], [0.49, 0.60, -0.33], [0.39, 0.47, -0.70], [-0.13, -0.19, 0.08], [0.19, 0.23, -0.10], [0.01, 0.17, 0.14], [0.01, -0.31, 0.58], [1.23, -1.35, -0.37], [0.04, 0.27, 0.91], [1.39, -0.76, -0.30], [-2.17, 0.28, 1.70], [-0.68, -1.46, -1.63], [1.22, 1.10, 2.46], [-0.27, -1.24, -1.34], [0.30, 1.36, -1.20], [1.26, 0.18, -0.44], [-2.72, -0.08, 0.84], [0.37, -1.20, -1.54], [-0.24, 0.26, 0.00], [-0.34, 0.84, -0.01], [-0.32, 0.08, 0.18], [0.08, 0.23, -0.32], [0.29, -0.26, -0.20], [-0.09, 0.04, 0.36], [-0.55, 0.49, 0.16], [-0.04, 0.75, 0.07], [-0.17, -1.24, 0.38], [0.72, 0.41, 0.38], [-0.12, 0.51, -0.30], [-0.17, 0.52, 0.30], [-0.46, 0.77, -0.70], [0.10, 0.26, -0.07], [0.91, -0.33, -0.29], [-0.31, 0.02, 0.29], [0.24, -0.52, -0.02], [0.18, -0.22, -0.09], [0.17, 0.39, -0.20], [0.08, -0.10, -0.34], [0.16, 0.10, 0.44], [0.00, 0.13, -0.19], [-0.11, 0.07, 0.36], [0.11, 0.07, 0.15], [1.76, -1.05, -0.94], [-1.84, -0.43, 1.06], [-0.10, 1.85, -0.44], [-0.67, -0.98, 1.56], [-0.45, -0.41, 2.07], [0.85, 0.31, -0.62], [0.85, 0.41, 0.83], [-0.17, -0.75, 0.10], [0.42, 0.87, -1.56], [-0.39, -2.31, -0.85], [-0.01, 0.64, -0.16], [-0.08, -0.17, -0.41], [0.14, 0.61, -0.48], [0.93, 0.06, -0.23], [-0.71, -0.28, 0.16], [-0.41, -0.20, 0.46], [0.21, 0.20, 0.56], [0.69, -0.08, -0.37], [0.10, 0.55, 0.24], [-0.28, -0.10, -0.25], [0.06, 0.12, -0.19], [0.18, 0.16, -0.32], [-0.14, -0.23, 0.41], [0.09, 0.29, 0.15], [-0.13, -0.14, -0.70], [0.08, 0.11, -0.11], [-0.27, 0.70, -0.50], [0.17, -0.14, 0.02], [-0.52, -0.07, 0.11], [-0.50, 0.14, -0.02], [-0.04, -0.11, 0.00], [0.16, -0.16, -0.18], [-0.63, -0.17, 0.07], [0.33, 0.52, -0.03], [-0.42, 0.12, 0.09], [0.61, -0.04, 0.43], [0.62, 0.05, -0.97], [0.87, 0.24, 0.91], [-2.69, -0.42, 1.42], [0.74, -1.97, -1.34], [0.18, 1.17, -0.55], [0.27, 0.24, 0.99], [0.57, -0.91, 2.69], [-0.28, -1.22, 0.67], [0.69, 2.11, -1.47], [1.54, -0.23, 0.00], [0.14, -0.40, -0.17], [0.12, 0.27, 0.19], [0.09, 0.12, -0.30], [0.34, 0.40, -0.65], [0.32, 0.17, -0.11], [-0.65, -0.40, -0.47], [0.09, 0.54, 0.37], [-0.03, 0.07, 0.00], [-0.15, -0.23, 0.45], [0.05, -0.11, -0.24], [-0.47, -0.03, 0.16], [-0.34, -0.24, 0.08], [-0.01, 0.12, 0.03], [-1.05, 0.30, -1.04], [-0.01, 0.84, -0.56], [0.03, -0.41, 0.10], [-0.31, -0.01, 0.15], [-0.40, -0.52, -0.48], [0.01, 0.40, 0.16], [-0.08, 0.24, -0.07], [1.45, 0.58, -0.04], [-1.26, -0.45, -0.41], [1.11, -0.33, -1.14], [-0.03, -0.39, 0.37], [-0.45, 0.43, 1.31], [0.19, -0.89, -0.38], [-1.65, 0.38, -0.10], [1.45, -0.96, 0.27], [-2.51, 0.67, -0.32], [0.45, -0.23, 0.43], [0.25, 0.95, -0.13], [0.69, 0.19, 0.51], [-0.32, 0.10, -0.19], [-0.20, -0.21, -0.04], [0.24, -0.07, -0.04], [-0.12, -0.12, 0.42], [-0.49, 0.33, 0.37], [-0.10, 0.21, 0.04], [-0.04, 0.01, 0.06], [0.27, -0.12, -0.03], [0.30, -0.09, 0.05], [0.15, 0.36, -0.48], [-0.05, 0.01, -0.19], [-0.25, -0.32, -0.41], [0.47, 0.61, 0.33], [0.34, -0.50, 0.52], [0.08, 0.04, -1.29], [-0.02, -0.30, 0.30], [0.28, -0.20, 0.07], [-0.24, 0.31, 0.02]], "mulliken_charge": [0.31, -0.60, -0.38, -0.45, -1.41, 0.46, -0.09, -0.88, 0.50, -1.44, 0.52, -0.38, -1.11, -0.99, 0.11, -1.57, 0.46, 0.37, 0.13, -0.37, 0.62, 0.38, -0.23, 0.07, 0.44, 0.48, 0.66, 0.73, -0.60, 0.73, 0.10, 0.33, 0.45, 0.44, 0.60, 0.32, 0.10, 0.39, 0.40, 0.37, -1.09, -0.73, 0.78, -1.40, 0.74, -0.80, -0.22, -0.94, -0.65, -1.09, -0.59, -1.19, 0.17, 0.28, 0.40, 0.48, 0.36, 0.26, -0.45, 0.58, 0.58, 0.32, 0.59, -0.03, 0.44, 0.42, 0.27, 0.36, 0.46, 0.72, 0.19, 0.28, 0.55, 0.08, 0.42, 0.53, -0.80, -1.08, -0.26, -0.63, 0.64, 1.45, -0.67, -0.69, -0.78, -1.32, 1.43, -1.33, 0.13, 0.43, 0.24, 0.44, 0.38, 0.22, 0.42, 0.59, 0.04, -1.05, -0.42, 0.37, 0.40, 0.54, 0.25, 0.56, 0.35, 0.45, 0.52, 0.19, -0.71, -0.23, 0.39, 0.68, -1.14, -0.41, 0.24, -0.90, 0.33, -1.60, -0.84, -0.91, -0.08, 0.00, 0.24, 0.20, 0.39, 0.07, 0.77, 0.34, 0.47, 0.36, -0.07, 0.21, 0.36, 0.43, 0.39, 0.57, 0.50, 0.47, 0.53, 0.08, 0.38, -0.48, -0.95, -0.66, 0.45, -0.94, 0.05, -1.50, -0.63, -0.56, 0.06, -0.82, -0.08, 0.57, 0.28, 0.56, 0.54, 0.54, 0.20, 0.08, 0.22, 0.33, 0.37, 0.14, 0.39, 0.58, 0.59, 0.50, -0.09, 0.26, 0.43, 0.06]}